No. 1
55
Properties=species:S:1:pos:R:3:nbo_charge:R:1 method="wB97M-V/def2-TZVPD" relative_energy_kj_mol=31.0 gap_ev="4.7098 / 6.0896" energy_ha=-4501.414803 total_charge=+1 e_lumo_ev="-5.82 / -4.45" spin_multiplicity=7 s2=12.008 e_homo_ev="-10.5 / -10.5"
Eu -0.433 -0.007 1.197 1.887
S -1.170 0.900 4.228 2.273
S 1.252 3.096 -0.630 0.482
S -2.636 2.133 2.214 2.281
F -4.028 1.011 0.214 -0.274
F -0.868 -1.547 5.259 -0.278
F -1.313 -1.488 3.132 -0.324
F -1.920 -0.593 -0.597 -0.323
F -0.217 0.805 -5.524 -0.276
F -2.886 -1.158 4.600 -0.268
F 0.085 -1.698 -4.772 -0.276
F -4.942 0.719 2.139 -0.258
F -3.068 -0.302 1.668 -0.333
F -1.989 1.822 -1.285 -0.301
O -0.815 1.339 5.522 -0.820
O -3.217 3.417 2.168 -0.808
O -1.463 1.870 1.380 -0.997
O -0.110 0.810 3.227 -0.985
N -0.242 -2.263 0.461 -0.637
N 1.673 0.065 -0.387 -0.337
N -0.967 3.955 -6.042 -0.237
N 2.290 2.399 -3.006 -0.782
N 1.766 -1.047 2.127 -0.494
N 0.294 -4.593 -3.451 -0.291
N -0.060 3.701 -1.493 -0.549
N 1.971 0.623 -1.614 -0.379
N -2.488 1.491 3.636 -1.195
C 3.464 -2.572 1.396 -0.183
C 3.578 -3.090 2.678 -0.123
C -1.104 1.457 -3.450 -0.176
C -1.617 -0.932 4.369 0.740
C 0.003 -3.672 -2.821 0.264
C -0.366 -2.549 -2.052 -0.478
C -0.943 3.470 -5.001 0.252
C -0.893 2.891 -3.704 -0.321
C -1.378 -0.309 -1.825 0.217
C -0.763 -1.292 -2.613 -0.056
C 2.817 -2.527 3.685 -0.219
C -1.506 1.004 -2.200 0.391
C 2.500 -0.884 -0.131 0.148
C 1.927 -1.510 3.360 0.086
C 2.559 -1.547 1.162 0.121
C -0.634 0.456 -4.317 0.367
C -0.284 -2.539 -0.660 0.521
C -3.811 0.859 1.505 0.742
C 1.905 1.878 -1.827 0.288
C -0.465 -0.853 -3.923 0.374
C -0.439 3.528 -2.620 0.521
H 1.332 -1.037 4.129 0.209
H 2.900 -2.863 4.708 0.248
H 4.258 -3.904 2.886 0.247
H 2.520 3.375 -3.078 0.421
H 4.070 -2.957 0.585 0.245
H 3.253 -1.128 -0.878 0.226
H 2.619 1.786 -3.735 0.427

***

No. 2
65
Properties=species:S:1:pos:R:3:nbo_charge:R:1 method="wB97M-V/def2-TZVPD" relative_energy_kj_mol=215.1 gap_ev="4.9944 / 5.0922" energy_ha=-6471.576776 total_charge=-2 e_lumo_ev="3.38 / 3.40" spin_multiplicity=2 s2=0.792 e_homo_ev="-1.6 / -1.7"
Cr 0.241 0.517 -0.741 1.106
S -1.855 1.451 -5.262 0.318
S 3.030 2.481 -0.523 1.513
S -0.479 -1.282 -2.241 -0.221
S -2.107 -1.432 -4.804 0.292
S 1.581 2.488 1.730 2.288
S -0.234 1.847 -2.741 -0.136
F 2.874 3.805 -2.940 -0.352
F -4.280 5.502 -1.542 -0.317
F 4.025 2.268 2.979 -0.318
F 3.533 5.085 -1.345 -0.362
F 6.727 1.217 -2.428 -0.308
F 6.499 0.763 0.267 -0.302
F 2.791 0.507 3.239 -0.329
F -1.595 5.368 -0.995 -0.297
F 4.705 0.690 -4.094 -0.289
F 4.584 -1.034 0.956 -0.389
F 1.436 4.587 -1.537 -0.321
F 2.354 2.297 4.297 -0.342
F -0.467 3.025 -0.207 -0.310
F -5.806 3.256 -1.181 -0.318
F 2.349 -0.401 -3.156 -0.277
F -4.785 0.969 -0.448 -0.338
O -3.115 -0.183 -6.900 -0.616
O 0.929 1.282 1.244 -0.994
O 0.733 3.313 2.540 -0.930
O 1.966 1.661 -1.161 -1.016
O 3.578 0.982 0.753 -0.810
N -0.416 -1.215 1.021 -0.449
N 2.401 3.315 0.721 -1.155
N -1.825 0.688 -0.229 -0.696
N 2.052 -1.075 -0.593 -0.449
C -3.704 4.334 -1.177 0.204
C 5.594 0.695 -1.895 0.230
C -4.467 3.193 -0.997 0.256
C 3.192 -0.552 -0.960 0.216
C -0.483 -0.739 2.394 -0.407
C -2.617 -0.446 0.207 -0.228
C 5.481 0.465 -0.573 0.324
C 3.377 -0.178 -2.314 0.356
C -2.336 4.255 -0.920 0.292
C 2.773 1.836 3.095 0.739
C 0.571 -2.276 0.877 -0.217
C -1.736 -1.641 0.588 -0.215
C 4.189 0.008 0.065 0.565
C -2.490 -0.077 -5.879 0.191
C -1.777 3.050 -0.559 0.303
C -1.102 0.814 -3.807 -0.413
C -3.896 1.987 -0.633 0.279
C 1.966 -1.691 0.708 -0.260
C -1.218 -0.517 -3.595 -0.434
C -2.490 1.817 -0.464 0.094
C 4.528 0.394 -2.787 0.303
C 2.664 4.079 -1.629 0.736
H -3.297 -0.780 -0.588 0.200
H 0.505 -0.477 2.759 0.221
H 2.187 -0.980 1.508 0.240
H 2.700 -2.508 0.767 0.206
H -1.618 -2.275 -0.290 0.233
H -0.913 -1.517 3.049 0.158
H -1.098 0.156 2.441 0.225
H -2.236 -2.230 1.376 0.164
H 0.546 -2.961 1.741 0.171
H -3.224 -0.143 1.071 0.178
H 0.345 -2.841 -0.031 0.215

***

No. 3
57
Properties=species:S:1:pos:R:3:nbo_charge:R:1 method="wB97M-V/def2-TZVPD" relative_energy_kj_mol=226.9 gap_ev=4.5118 energy_ha=-8511.679626 total_charge=-2 e_lumo_ev=3.69 e_homo_ev=-0.8
Pd -0.879 -1.582 -0.656 0.162
Br 4.855 -0.991 -1.378 -0.022
Br 4.969 -1.770 4.205 -0.051
S -4.241 -3.406 -0.320 2.229
S -2.559 -2.574 -2.253 2.155
S 3.201 3.847 -0.475 0.239
F -6.027 -4.040 -2.261 -0.314
F -2.059 -0.017 -2.826 -0.334
F -4.147 -0.489 -2.813 -0.342
F -3.170 -0.138 -0.953 -0.308
F -4.426 -5.484 -2.042 -0.321
F -5.995 -5.364 -0.572 -0.344
O -3.624 -3.012 -3.137 -0.994
O 1.888 -1.575 -0.997 -0.678
O -4.277 -4.066 0.958 -0.956
O -1.241 -2.692 -2.841 -0.921
O -4.981 -2.180 -0.458 -0.952
N -2.735 -3.359 -0.834 -1.174
N 0.458 -2.052 1.355 -0.446
N -0.044 0.636 -0.592 -0.435
N 0.348 7.302 -1.451 -0.427
C -1.703 -2.337 2.398 -0.653
C 3.897 -1.400 0.218 -0.241
C 0.443 -2.235 3.727 -0.253
C 2.491 -1.627 0.085 0.376
C 2.095 5.200 -0.849 -0.121
C 1.809 -1.887 1.382 0.167
C 1.052 6.686 -2.399 0.031
C -0.212 -2.205 2.483 0.204
C 4.601 -1.448 1.412 -0.235
C 1.823 1.739 -1.608 -0.206
C 2.540 -1.907 2.608 -0.141
C 3.941 -1.704 2.584 -0.151
C 1.797 -2.100 3.789 -0.181
C 1.186 2.297 0.624 -0.272
C 0.513 6.867 -0.202 0.030
C 0.180 1.348 0.511 0.040
C 0.795 0.806 -1.617 0.073
C 1.999 2.520 -0.476 -0.180
C -5.211 -4.627 -1.394 0.722
C 1.370 5.835 0.149 -0.258
C -2.991 -0.711 -2.136 0.742
C 1.931 5.640 -2.153 -0.259
H -0.138 -2.369 4.633 0.198
H 2.475 5.169 -2.960 0.229
H 1.474 5.526 1.181 0.227
H -2.122 -2.815 3.285 0.197
H -0.073 7.371 0.559 0.186
H 0.902 7.047 -3.411 0.186
H -0.477 1.144 1.349 0.198
H 1.326 2.846 1.546 0.212
H 2.314 -2.126 4.740 0.210
H -1.963 -2.918 1.519 0.269
H 0.642 0.156 -2.467 0.231
H -2.164 -1.353 2.279 0.223
H 2.474 1.848 -2.465 0.215
H 5.669 -1.270 1.417 0.219

***

No. 4
48
Properties=species:S:1:pos:R:3:nbo_charge:R:1 method="wB97M-V/def2-TZVPD" relative_energy_kj_mol=19.1 gap_ev=6.9584 energy_ha=-6184.790023 total_charge=0 e_lumo_ev=-0.94 e_homo_ev=-7.9
Pd 0.342 -0.263 0.332 0.898
Br 1.185 1.465 -1.300 0.194
Cl -2.241 -6.128 -0.598 0.048
Cl -2.901 -0.081 0.695 0.034
Cl -0.192 -4.032 -1.699 0.034
Cl -4.618 -5.184 1.191 0.045
Cl -4.943 -2.151 1.845 0.049
O -0.774 -1.304 -0.930 -0.754
O 3.509 -1.455 4.217 -0.712
O -0.024 -1.405 1.880 -0.720
N 1.535 0.683 1.609 -0.209
N 1.493 0.100 2.840 -0.424
C -1.634 -2.161 -0.432 0.384
C 2.204 -2.938 1.120 -0.125
C -2.723 -1.764 0.362 -0.134
C 5.657 5.595 1.035 -0.145
C 5.173 5.951 2.287 -0.219
C 2.258 1.705 1.351 -0.019
C -1.516 -3.532 -0.714 -0.147
C 3.165 4.699 1.862 -0.212
C 4.899 4.792 0.200 -0.208
C -2.427 -4.457 -0.224 -0.057
C 2.874 3.463 -0.300 -0.163
C 3.923 5.509 2.695 -0.192
C 3.317 -3.651 0.698 -0.240
C 4.485 -3.617 1.444 -0.193
C 3.416 -2.196 3.042 0.276
C 2.228 2.351 0.049 -0.103
C 3.654 4.317 0.613 -0.085
C -3.489 -4.039 0.574 -0.115
C -3.632 -2.684 0.865 -0.064
C 2.248 -2.183 2.283 -0.167
C 4.536 -2.894 2.627 -0.259
C 1.058 -1.330 2.718 0.233
H 5.358 -4.168 1.116 0.216
H 2.783 -1.696 4.803 0.482
H 3.267 -4.233 -0.214 0.220
H 2.842 3.768 -1.340 0.232
H 6.626 5.947 0.708 0.212
H 1.285 -2.964 0.549 0.229
H 5.427 -2.870 3.241 0.225
H 3.530 5.805 3.658 0.220
H 2.926 2.109 2.105 0.221
H 0.737 -1.617 3.729 0.172
H 2.174 4.389 2.168 0.220
H 5.276 4.519 -0.778 0.218
H 5.763 6.583 2.936 0.220
H 2.368 0.210 3.349 0.382

***

No. 5
46
Properties=species:S:1:pos:R:3:nbo_charge:R:1 method="wB97M-V/def2-TZVPD" relative_energy_kj_mol=74.8 gap_ev="7.9714 / 6.2362" energy_ha=-2112.205345 total_charge=0 e_lumo_ev="-0.57 / -2.23" spin_multiplicity=2 s2=0.754 e_homo_ev="-8.5 / -8.5"
Ir 0.667 0.338 -0.509 1.582
I -1.062 -0.699 -9.077 0.167
S 5.010 -0.397 0.507 -0.079
O 0.047 2.136 -0.199 -0.610
O 1.233 0.125 -2.456 -0.634
O 0.643 -1.651 -0.500 -0.656
O -0.902 0.214 -2.066 -0.637
N 0.431 -0.029 1.449 -0.242
N 0.405 -1.373 1.781 -0.386
N 2.499 0.712 0.120 -0.640
C -1.531 -0.214 -4.807 -0.129
C 1.139 4.992 1.726 -0.159
C 0.608 -0.354 -6.585 -0.255
C 0.639 -4.163 2.152 -0.184
C 0.715 4.210 0.667 -0.279
C 1.168 3.079 3.159 -0.137
C -0.224 -0.114 -4.345 -0.196
C 0.847 -6.339 1.155 -0.188
C 0.872 -5.764 -0.107 -0.214
C 0.782 -4.388 -0.245 -0.189
C 0.576 -2.117 0.729 0.555
C 0.846 -0.184 -5.231 -0.129
C 0.597 0.844 2.370 0.154
C 3.571 0.223 0.255 0.211
C 0.664 -3.584 0.884 -0.057
C 0.754 2.261 2.103 -0.207
C 1.368 4.433 2.979 -0.243
C 0.025 0.075 -2.907 0.783
C -1.774 -0.383 -6.159 -0.255
C 0.730 -5.537 2.284 -0.216
C 0.527 2.844 0.840 0.423
C -0.701 -0.451 -7.038 -0.124
H 1.291 6.053 1.574 0.220
H 0.923 -7.414 1.261 0.215
H 0.525 4.638 -0.307 0.231
H -2.349 -0.158 -4.101 0.240
H 1.856 -0.106 -4.855 0.242
H -2.787 -0.463 -6.527 0.231
H 0.549 -3.527 3.021 0.234
H 1.344 2.629 4.128 0.215
H 0.712 -5.986 3.268 0.216
H 1.433 -0.409 -7.280 0.232
H 0.963 -6.387 -0.986 0.217
H 1.700 5.049 3.803 0.222
H 0.804 -3.929 -1.223 0.234
H 0.654 0.475 3.389 0.219

***

No. 6
46
Properties=species:S:1:pos:R:3:nbo_charge:R:1 method="wB97M-V/def2-TZVPD" relative_energy_kj_mol=162.7 gap_ev="7.5998 / 6.4789" energy_ha=-2112.171856 total_charge=0 e_lumo_ev="-0.92 / -2.05" spin_multiplicity=2 s2=0.755 e_homo_ev="-8.5 / -8.5"
Ir -0.107 0.397 -0.467 1.605
I -6.624 2.023 -6.141 0.163
S 2.417 4.061 -0.665 -0.067
O 1.496 -0.607 -0.800 -0.607
O -1.210 -0.330 -2.370 -0.671
O -1.002 1.742 -1.783 -0.638
O -2.031 0.366 0.163 -0.676
N 0.025 -0.285 1.431 -0.234
N 1.032 1.847 0.259 -0.643
N -1.172 -0.483 2.107 -0.385
C -1.603 0.869 -2.477 0.789
C -4.652 0.338 -4.593 -0.255
C -4.955 1.646 -4.951 -0.128
C 4.944 -0.653 0.284 -0.158
C 1.119 -0.408 2.076 0.157
C -5.089 -0.828 3.624 -0.215
C -4.600 0.329 1.146 -0.190
C -3.793 -0.754 3.144 -0.187
C -3.548 0.085 -3.798 -0.131
C -4.167 2.705 -4.522 -0.255
C -6.140 -0.322 2.870 -0.188
C -2.166 -0.094 1.378 0.559
C -3.070 2.448 -3.718 -0.136
C -5.895 0.257 1.634 -0.214
C 3.568 -0.444 2.228 -0.140
C 1.592 2.801 -0.176 0.209
C 2.561 -0.546 0.042 0.417
C 2.422 -0.434 1.434 -0.200
C 3.820 -0.665 -0.526 -0.274
C -2.756 1.142 -3.360 -0.189
C -3.546 -0.174 1.902 -0.057
C 4.824 -0.542 1.662 -0.238
H -7.153 -0.379 3.249 0.216
H 3.891 -0.752 -1.601 0.234
H 1.025 -0.580 3.144 0.222
H 5.925 -0.729 -0.166 0.221
H -5.283 -1.280 4.588 0.217
H -2.450 3.261 -3.363 0.237
H -5.273 -0.479 -4.934 0.230
H -4.411 3.718 -4.810 0.231
H 3.454 -0.367 3.302 0.216
H -4.397 0.776 0.183 0.235
H 5.708 -0.535 2.285 0.222
H -3.289 -0.923 -3.509 0.244
H -2.966 -1.143 3.722 0.234
H -6.713 0.651 1.046 0.218

***

No. 7
43
Properties=species:S:1:pos:R:3:nbo_charge:R:1 method="wB97M-V/def2-TZVPD" relative_energy_kj_mol=0.0 gap_ev=7.9805 energy_ha=-1373.324227 total_charge=0 e_lumo_ev=-1.73 e_homo_ev=-9.7
O -3.720 0.440 1.575 -0.523
O -0.504 1.308 6.907 -0.488
O 5.273 -4.471 -3.700 -0.478
O -0.566 3.945 2.320 -0.500
O -0.400 -2.476 -0.350 -0.490
O 1.460 -0.804 -3.441 -0.518
O -3.113 -3.258 -1.265 -0.681
C -0.515 1.912 5.856 0.475
C -3.220 -0.004 0.564 0.553
C -2.769 -2.088 -0.620 0.250
C 0.423 3.037 5.606 -0.225
C 4.401 -3.632 -3.640 0.474
C -1.074 -0.194 -0.702 -0.141
C -1.296 -1.688 -0.548 0.518
C 2.009 -3.083 -3.653 -0.221
C 3.767 -1.272 -3.425 -0.227
C 2.967 -4.005 -3.717 -0.224
C -3.685 -1.294 -0.079 -0.326
C -1.966 2.015 -0.253 -0.167
C -0.539 3.347 3.374 0.489
C 2.336 -1.647 -3.502 0.486
C -1.469 2.226 3.621 -0.242
C -2.046 0.647 -0.148 -0.130
C 0.014 0.321 -1.348 -0.154
C 4.726 -2.192 -3.489 -0.222
C -1.462 1.557 4.771 -0.221
C 0.412 3.704 4.454 -0.237
C 0.108 1.699 -1.475 -0.194
C -0.847 2.542 -0.959 -0.182
H 1.085 4.528 4.254 0.231
H -4.741 -1.551 -0.140 0.239
H -0.774 3.619 -1.087 0.225
H 1.108 3.280 6.409 0.232
H -2.137 0.733 4.967 0.235
H 0.759 -0.370 -1.752 0.253
H 5.777 -1.939 -3.434 0.235
H -3.528 -3.008 -2.098 0.490
H -2.153 1.981 2.816 0.250
H -2.756 2.627 0.176 0.235
H 0.958 -3.335 -3.707 0.235
H 2.749 -5.059 -3.826 0.236
H 3.984 -0.217 -3.315 0.231
H 0.966 2.120 -1.998 0.219

***

No. 8
54
Properties=species:S:1:pos:R:3:nbo_charge:R:1 method="wB97M-V/def2-TZVPD" relative_energy_kj_mol=105.2 gap_ev="7.2873 / 5.5114" energy_ha=-7704.238977 total_charge=+1 e_lumo_ev="-3.83 / -6.18" spin_multiplicity=5 s2=6.067 e_homo_ev="-11.1 / -11.7"
Pt 0.119 0.062 0.666 1.120
Te 1.042 -2.783 0.696 2.602
Br 3.640 -2.331 4.107 0.235
Br -0.033 -0.364 7.809 0.178
S -2.313 -0.089 0.942 0.099
F -0.381 -1.920 -0.620 -0.738
F 2.507 -3.721 -0.191 -0.711
F -0.445 -2.368 1.936 -0.721
F 0.097 -4.304 0.237 -0.617
F 1.542 -3.770 2.229 -0.667
O 1.824 -0.720 2.197 -0.598
O 3.570 -0.796 -0.006 -0.631
N 1.786 -0.132 -1.177 -0.519
N -0.084 1.054 2.733 -0.477
N -0.679 0.955 -1.139 -0.301
N -3.771 1.956 0.075 -0.750
N -1.845 1.589 -1.093 -0.204
C -0.198 0.646 -2.317 0.344
C -2.300 0.387 -3.610 -0.166
C 2.967 -0.712 -1.195 0.535
C 2.855 -1.153 -3.531 -0.132
C -2.508 1.296 -5.824 -0.160
C 0.581 -0.418 6.052 0.005
C 1.133 0.013 -2.358 0.130
C -0.445 1.560 -4.620 -0.191
C -2.639 1.244 -0.062 0.183
C 1.618 -0.503 -3.536 -0.196
C -1.208 1.782 -5.753 -0.208
C -0.984 1.418 5.332 -0.105
C 1.474 -0.633 3.385 0.408
C 1.631 -1.259 5.754 -0.265
C -1.430 2.223 4.315 -0.223
C -0.021 0.439 5.058 -0.138
C -0.958 2.007 3.023 0.079
C -0.988 0.861 -3.538 -0.061
C 0.406 0.302 3.738 0.197
C -3.051 0.597 -4.754 -0.211
C 2.120 -1.346 4.459 -0.085
C 3.548 -1.242 -2.361 -0.242
H -2.705 -0.204 -2.797 0.227
H 3.250 -1.590 -4.438 0.243
H -1.297 2.620 2.197 0.216
H -4.477 1.642 0.718 0.421
H 1.031 -0.449 -4.438 0.247
H -2.144 3.012 4.500 0.244
H 2.092 -1.847 6.535 0.263
H 4.509 -1.742 -2.299 0.241
H 4.330 -1.385 -0.056 0.506
H -3.096 1.459 -6.717 0.232
H -0.787 2.336 -6.583 0.233
H -4.032 2.603 -0.653 0.421
H 0.559 1.963 -4.556 0.227
H -4.060 0.211 -4.813 0.232
H -1.353 1.546 6.340 0.250

***

No. 9
49
Properties=species:S:1:pos:R:3:nbo_charge:R:1 method="wB97M-V/def2-TZVPD" relative_energy_kj_mol=72.3 gap_ev=7.7498 energy_ha=-4971.594188 total_charge=-1 e_lumo_ev=2.43 e_homo_ev=-5.3
Rh -0.205 0.172 0.025 0.889
Br -5.473 0.740 -4.112 -0.013
Cl -1.186 -1.936 1.832 2.536
S 3.203 -1.034 -2.486 0.384
O 1.455 4.240 -1.730 -0.650
O 0.730 2.041 -0.279 -0.665
O -2.392 -2.678 1.694 -0.815
O -1.085 2.444 0.915 -0.689
O -0.527 -1.855 0.473 -0.816
O -0.276 -2.579 2.720 -0.826
O -1.444 -0.580 2.257 -0.834
N 1.714 -0.111 1.104 -0.452
C 2.692 -0.459 0.241 0.230
C 4.003 -0.652 0.681 -0.252
C -0.071 2.843 0.324 0.756
C 0.922 -0.377 -1.455 0.023
C -2.649 -0.737 -1.442 -0.281
C 0.796 7.049 0.514 -0.186
C 0.702 -0.543 -2.852 -0.283
C 1.994 0.032 2.393 0.094
C -3.983 0.578 -2.926 -0.102
C 1.837 -0.898 -3.518 -0.401
C 0.043 6.427 1.500 -0.268
C -2.088 1.538 -1.841 -0.260
C 4.286 -0.492 2.023 -0.155
C -3.163 1.671 -2.708 -0.248
C 1.011 4.951 -0.659 0.413
C 1.269 6.316 -0.561 -0.334
C -0.221 5.072 1.390 -0.132
C 0.262 4.309 0.331 -0.236
C 3.267 -0.148 2.904 -0.289
C -1.797 0.338 -1.184 -0.034
C 2.236 -0.609 -1.120 -0.354
C -3.739 -0.628 -2.300 -0.245
H 1.845 6.802 -1.342 0.196
H -0.822 4.555 2.126 0.238
H -0.340 6.992 2.340 0.207
H 3.448 -0.024 3.962 0.216
H 1.154 0.294 3.025 0.219
H 1.935 4.837 -2.314 0.468
H 1.011 8.109 0.573 0.204
H -4.386 -1.477 -2.476 0.213
H -2.474 -1.697 -0.971 0.229
H -1.450 2.399 -1.689 0.212
H -0.255 -0.405 -3.332 0.237
H -3.361 2.612 -3.205 0.212
H 4.777 -0.925 -0.023 0.216
H 5.296 -0.640 2.383 0.208
H 1.943 -1.089 -4.575 0.225